1.
Below is a cluster of 2 separate species, CH4O4Si in total, with properties calculated with the ωB97M-V functional and the def2-TZVPD basis.

Geometry (Å):
C (-1.88530, -1.91089, 0.33547)
O (-1.99600, -1.63466, 1.46781)
O (0.54807, 2.00163, 0.25437)
O (0.47367, -0.43626, 0.43143)
O (-2.42084, -1.13590, -0.63128)
Si (0.13458, 0.69951, -0.67697)
H (-1.47269, -2.85459, -0.06819)
H (0.04958, 2.86515, 0.01267)
H (0.98373, -0.02646, 1.20437)
H (-2.22894, -1.38754, -1.51801)

Forces on atoms 1 to 3 (eV/Å):
C -0.46 -1.04 -1.64
O -0.02 0.28 1.52
O -1.43 2.83 -0.42

Values from the calculation:
Energy relative to the best compared isomer or geometry (same formula, charge and spin) (kcal per mole): 46.90
Gap between HOMO and LUMO (Ha): 0.3653
Net charge: 0
Spin multiplicity: 1
Energy (eV): -17170.6441

Löwdin population analysis, charges in e, atoms 1 to 5:
1 C -0.453
2 O 0.098
3 O -0.318
4 O -0.301
5 O 0.018

2.
Below is a cluster of 2 separate species, C9H14O in total, with properties calculated with the ωB97M-V functional and the def2-TZVPD basis.

Geometry (Å):
C (-0.86014, -0.39082, 1.31968)
C (-1.18316, -0.44189, -0.16191)
C (-0.22757, -0.00329, -1.07392)
C (-0.58636, 0.34697, -2.36550)
C (-1.92690, 0.25799, -2.74818)
O (-2.28064, 0.61983, -4.02221)
C (-2.88727, -0.19336, -1.85807)
C (-2.50638, -0.56559, -0.55509)
H (0.18471, -0.16159, 1.57706)
H (-1.01635, -1.33143, 1.86085)
H (-1.48498, 0.29977, 1.88875)
H (0.85068, -0.00349, -0.93742)
H (0.09731, 0.55097, -3.17485)
H (-3.14750, 1.01440, -4.05279)
H (-3.90681, -0.40485, -2.15340)
H (-3.28818, -0.68739, 0.17793)
C (3.49282, -0.13222, 2.57504)
C (2.55535, 0.44239, 1.49399)
H (3.12604, -1.14743, 2.79579)
H (4.53017, -0.15953, 2.24928)
H (3.41303, 0.30749, 3.57450)
H (2.09378, -0.31709, 0.87227)
H (3.18446, 1.02420, 0.80533)
H (1.77389, 1.07598, 1.91287)

Forces on atoms 1 to 3 (eV/Å):
C 0.49 -1.00 0.97
C 0.23 1.08 1.39
C 0.39 -0.37 -1.42

Values from the calculation:
Energy relative to the best compared isomer or geometry (same formula, charge and spin) (kcal per mole): 19.37
Gap between HOMO and LUMO (Ha): 0.3456
Net charge: 0
SMILES string: Cc1ccc(O)cc1.CC
Spin multiplicity: 1
Energy (eV): -11606.7968

Löwdin population analysis, charges in e, atoms 1 to 5:
1 C -0.057
2 C -0.269
3 C -0.043
4 C -0.010
5 C -0.327

3.
Below is a structure of composition C29H77I2N15NbO30, with properties calculated with the ωB97M-V functional and the def2-TZVPD basis.

Geometry (Å):
C (2.87700, -3.02482, 1.46088)
C (1.49207, -2.78613, 0.85774)
C (0.80978, -1.50402, 1.32248)
C (1.72062, -0.26435, 1.30691)
C (1.12151, 0.77017, 2.31703)
C (0.08784, 1.68719, 1.65239)
C (-1.27102, 0.94033, 1.56782)
C (-2.50224, 1.83503, 1.66736)
C (-3.71410, 1.28772, 0.87734)
C (-3.66922, -0.22573, 0.62502)
C (-5.06707, -0.88952, 0.55074)
Nb (-4.82901, -3.13706, 0.59301)
C (-4.59206, -3.32003, 2.86159)
I (-4.54966, -1.45409, 3.93592)
C (-3.27731, -4.13801, 3.19420)
C (-3.60378, -5.58414, 3.56199)
I (-2.25373, -3.31186, 4.97693)
H (2.96388, -2.63868, 2.47200)
H (3.65856, -2.59478, 0.83442)
H (3.06704, -4.09286, 1.47315)
H (1.51172, -2.82895, -0.22100)
H (0.85818, -3.61185, 1.18000)
H (0.34637, -1.61485, 2.29773)
H (-0.00933, -1.31840, 0.63337)
H (1.71484, 0.21931, 0.33337)
H (2.73795, -0.46703, 1.62815)
H (0.70047, 0.26817, 3.18209)
H (1.94803, 1.36866, 2.70527)
H (0.40385, 1.84070, 0.62052)
H (-0.01019, 2.64708, 2.15766)
H (-1.25490, 0.36552, 0.65242)
H (-1.28197, 0.29261, 2.43866)
H (-2.23562, 2.80884, 1.23995)
H (-2.78246, 2.03026, 2.69929)
H (-3.83183, 1.80276, -0.07179)
H (-4.61027, 1.49466, 1.46393)
H (-3.08103, -0.76131, 1.36262)
H (-3.20923, -0.38456, -0.34467)
H (-5.46730, -0.63584, -0.44130)
H (-5.77536, -0.47805, 1.26771)
H (-2.99433, -2.93503, 0.46809)
H (-4.57040, -4.95386, 0.45443)
H (-6.65298, -3.43352, 0.67722)
H (-4.83355, -3.10652, -1.23400)
H (-5.41732, -3.91345, 3.24498)
H (-2.54517, -4.05317, 2.40685)
H (-4.55649, -5.59998, 4.08730)
H (-2.87563, -5.97795, 4.25603)
H (-3.67984, -6.18872, 2.66277)
C (-8.27533, 0.36653, -2.96980)
N (-7.30926, -0.76507, -3.01425)
O (-6.27614, -0.60242, -3.64440)
O (-7.62602, -1.75939, -2.40930)
H (-7.87075, 1.19078, -3.54585)
H (-9.20775, 0.01906, -3.39696)
H (-8.40268, 0.64304, -1.92533)
C (2.42593, -4.68860, 5.37366)
N (3.75171, -5.12539, 4.85026)
O (4.64078, -5.34204, 5.65267)
O (3.84699, -5.23165, 3.64575)
H (2.48327, -4.63544, 6.45412)
H (2.20967, -3.71515, 4.94319)
H (1.69040, -5.42105, 5.05537)
C (-1.97202, 4.54646, -1.75470)
N (-3.18064, 3.70098, -1.92780)
O (-3.03843, 2.64027, -2.49370)
O (-4.23108, 4.12117, -1.47155)
H (-1.12996, 4.03073, -2.19788)
H (-2.15047, 5.49712, -2.24837)
H (-1.82596, 4.68218, -0.68764)
C (-12.41661, -0.66276, -5.78661)
N (-11.08954, -0.10062, -5.41497)
O (-11.02869, 0.59597, -4.41937)
O (-10.15412, -0.37991, -6.13486)
H (-13.14645, -0.33148, -5.05773)
H (-12.65836, -0.29588, -6.77936)
H (-12.32312, -1.74441, -5.78394)
C (6.89315, -3.40170, 1.22073)
N (6.68846, -2.95626, -0.18028)
O (7.09414, -1.84922, -0.50190)
O (6.12733, -3.72646, -0.92815)
H (7.40765, -2.61699, 1.76212)
H (5.91223, -3.59428, 1.65136)
H (7.48140, -4.29984, 1.18989)
C (-8.01148, 1.32552, 2.89865)
N (-8.58013, 1.14986, 1.53341)
O (-9.32951, 2.01804, 1.11254)
O (-8.25786, 0.15207, 0.93140)
H (-8.38939, 2.25493, 3.30863)
H (-8.32668, 0.47572, 3.49661)
H (-6.92877, 1.35097, 2.80542)
C (5.31093, 1.38444, 0.52492)
N (4.56539, 1.95911, 1.67507)
O (4.19346, 3.12116, 1.59377)
O (4.37978, 1.22352, 2.61324)
H (5.41460, 2.14319, -0.24170)
H (6.28140, 1.06890, 0.89625)
H (4.73841, 0.53535, 0.15966)
C (5.76618, 5.66658, 2.52069)
N (7.19487, 5.66337, 2.10338)
O (7.57034, 4.73155, 1.41455)
O (7.89131, 6.58435, 2.47691)
H (5.30057, 4.78314, 2.09854)
H (5.74140, 5.65066, 3.60626)
H (5.31393, 6.57612, 2.13526)
C (10.48758, -6.25460, -0.65194)
N (9.74186, -5.70124, 0.51099)
O (9.37445, -4.54108, 0.44914)
O (9.54577, -6.44595, 1.44614)
H (10.58145, -5.47787, -1.40133)
H (11.46096, -6.57248, -0.29127)
H (9.91855, -7.09794, -1.03097)
C (1.63718, 5.64747, 1.13755)
N (1.41150, 6.06553, -0.27297)
O (1.76320, 7.18022, -0.60444)
O (0.89246, 5.24223, -0.99981)
H (2.11323, 6.46434, 1.66762)
H (0.67163, 5.41145, 1.57511)
H (2.27660, 4.76822, 1.11952)
C (-7.07467, 4.89336, -0.51700)
N (-7.46304, 4.91060, 0.92164)
O (-6.74624, 4.32823, 1.71060)
O (-8.47893, 5.51361, 1.21103)
H (-6.15603, 4.32957, -0.62972)
H (-7.89038, 4.42837, -1.06315)
H (-6.93742, 5.92505, -0.82708)
C (1.76419, -1.86529, -4.41590)
N (1.67989, -2.27941, -2.98981)
O (1.52046, -3.45900, -2.74942)
O (1.76979, -1.39446, -2.16326)
H (1.66566, -2.74824, -5.03603)
H (0.95151, -1.16498, -4.59522)
H (2.72985, -1.38955, -4.56051)
C (7.86932, -0.56629, -3.38145)
N (7.29577, -0.62538, -4.75357)
O (6.61788, 0.31138, -5.12796)
O (7.54649, -1.61631, -5.41166)
H (7.56638, 0.36565, -2.91987)
H (7.48491, -1.41659, -2.82698)
H (8.94958, -0.61822, -3.47821)
C (9.92085, 5.08722, -1.32755)
N (10.23463, 3.63969, -1.47943)
O (11.26060, 3.22673, -0.97766)
O (9.43497, 2.96748, -2.10061)
H (10.71374, 5.55413, -0.75606)
H (9.85409, 5.51247, -2.32451)
H (8.97111, 5.16063, -0.80579)
C (-3.40105, -0.62612, -3.91462)
N (-1.97599, -0.71383, -3.47666)
O (-1.74293, -0.88899, -2.30442)
O (-1.12320, -0.60224, -4.35001)
H (-4.04579, -0.74594, -3.05508)
H (-3.53950, 0.34723, -4.37512)
H (-3.55055, -1.42660, -4.63212)

Forces on atoms 1 to 3 (eV/Å):
C -0.11 -0.29 -0.68
C -0.26 -0.22 0.79
C 0.60 0.10 -1.07

Values from the calculation:
Gap between HOMO and LUMO (Ha): 0.2152
Net charge: -1
Spin multiplicity: 1
Energy (eV): -132802.0251

Löwdin population analysis, charges in e, atoms 1 to 5:
1 C -0.115
2 C -0.234
3 C -0.199
4 C -0.182
5 C -0.205

4.
Below is a cluster of 2 separate species, C4H8ClN2O in total, with properties calculated with the ωB97M-V functional and the def2-TZVPD basis.

Geometry (Å):
C (0.47412, -0.14005, -2.91689)
C (-0.69664, -0.23089, 0.12808)
C (-0.22367, 1.11085, 0.57363)
C (1.65728, -0.60645, 0.92938)
N (-0.38807, -0.54761, -3.71373)
N (0.66441, 0.10998, 0.12214)
O (1.19988, 0.22344, -2.08804)
Cl (-1.94213, -1.49333, -3.40710)
H (-1.19691, -0.91157, 0.79739)
H (-1.19252, -0.37516, -0.84538)
H (-0.45529, 1.86044, -0.14223)
H (-0.07258, 1.52008, 1.58803)
H (2.66462, -0.20049, 0.97127)
H (1.23801, -0.81978, 1.85359)
H (1.65985, -1.55220, 0.32038)
H (-0.29963, -0.71673, -4.76057)

Forces on atoms 1 to 3 (eV/Å):
C 1.49 0.60 2.35
C -1.49 -0.57 0.29
C -0.08 0.91 0.47

Values from the calculation:
Energy relative to the best compared isomer or geometry (same formula, charge and spin) (kcal per mole): 118.63
Gap between HOMO and LUMO (alpha / beta) (Ha): 0.2097 / 0.2013
Net charge: +1
Spin multiplicity: 1
Energy (eV): -21815.3367

Löwdin population analysis, charges in e, atoms 1 to 5:
1 C -0.204
2 C -0.137
3 C -0.081
4 C -0.011
5 N -0.206

5.
Below is an isolated molecule of C4H3Br2NO, with properties calculated with the ωB97M-V functional and the def2-TZVPD basis.

Geometry (Å):
C (-0.48362, 0.37128, -0.42012)
C (1.61182, -1.10782, -0.09675)
C (0.95309, 0.19911, -0.25063)
C (-1.83446, 0.38976, 0.17870)
N (0.16680, 0.46176, -1.50529)
O (1.19529, -2.18890, -0.32931)
Br (3.19184, -0.89995, 1.01740)
Br (1.84761, 1.72885, 0.52413)
H (-2.18339, 1.25700, 0.79798)
H (-2.09960, -0.58585, 0.79769)
H (-2.36539, 0.37477, -0.71381)

Forces on atoms 1 to 3 (eV/Å):
C 1.48 -0.42 0.03
C 0.26 -0.52 1.70
C -0.68 1.28 -0.36

Values from the calculation:
Energy relative to the best compared isomer or geometry (same formula, charge and spin) (kcal per mole): 17.34
Gap between HOMO and LUMO (Ha): 0.3534
Net charge: 0
Spin multiplicity: 1
Energy (eV): -147816.6587

Löwdin population analysis, charges in e, atoms 1 to 5:
1 C -0.328
2 C -0.805
3 C -0.806
4 C 0.002
5 N 0.235

6.
Below is a structure of composition C4H17BN2O2Si2, with properties calculated with the ωB97M-V functional and the def2-TZVPD basis.

Geometry (Å):
C (-0.41290, -2.37117, -1.85851)
B (-0.37418, -2.68170, -0.28996)
O (0.54199, -3.68214, 0.15618)
Si (-1.51840, -1.84033, 1.07706)
O (-1.41216, -0.11100, 1.06088)
Si (0.02530, 0.41872, 1.80124)
N (-0.23297, 1.75583, 2.94806)
C (1.41605, 0.83961, 0.57837)
C (0.97587, 1.01071, -0.90207)
C (0.34153, 2.41878, -1.19560)
N (-1.04712, 2.19901, -1.59311)
H (0.52799, -1.91445, -2.21121)
H (-0.55605, -3.28914, -2.45121)
H (-1.24657, -1.68633, -2.08379)
H (1.42121, -3.32019, 0.06912)
H (-2.91360, -2.24902, 0.77206)
H (-1.25422, -2.38003, 2.43007)
H (0.51464, -0.71402, 2.62559)
H (0.41843, 2.50731, 2.75262)
H (0.02269, 1.45083, 3.87934)
H (2.16318, 0.02649, 0.60923)
H (1.95512, 1.74088, 0.91668)
H (0.23255, 0.25426, -1.17815)
H (1.81998, 0.89370, -1.60085)
H (0.34974, 3.05575, -0.30135)
H (0.96112, 2.90746, -1.96728)
H (-1.59851, 3.04058, -1.56902)
H (-1.12071, 1.71961, -2.47440)

Forces on atoms 1 to 3 (eV/Å):
C -0.36 0.29 0.42
B 1.42 -1.33 -1.07
O -1.14 1.17 0.08

Values from the calculation:
Gap between HOMO and LUMO (Ha): 0.3429
Net charge: 0
Spin multiplicity: 1
Energy (eV): -27933.4893

Löwdin population analysis, charges in e, atoms 1 to 5:
1 C -0.064
2 B -0.528
3 O 0.018
4 Si 0.596
5 O -0.406

What is the energy in the first record? -17170.6441 eV